A 13-piece molecular cluster, C48H87NO28 overall at a distorted geometry, computed with ωB97M-V/def2-TZVPD.

Last column: Mulliken charge in e.
Geometry (Å):
O: -16.46900 -1.85121 -13.62782  -0.5840
C: -16.32875 -1.44347 -14.75769  0.6977
O: -17.06605 -1.69464 -15.80411  -0.1666
C: -18.36196 -2.28726 -15.70017  -1.0765
C: -19.28227 -1.54578 -16.62794  0.7915
C: -15.27032 -0.39778 -15.08239  -0.9211
H: -18.69374 -2.37718 -14.66688  0.4892
H: -18.28297 -3.30693 -16.08297  0.3481
H: -19.03886 -1.55868 -17.68604  -0.6350
H: -19.39837 -0.49887 -16.33640  -0.1330
H: -20.26609 -2.01476 -16.56875  0.3283
H: -15.05400 0.17561 -14.17990  0.3405
H: -15.64862 0.30030 -15.82900  0.1727
H: -14.26438 -0.69950 -15.37492  0.2815
O: -22.34046 1.68138 -24.63152  -0.5614
C: -22.30326 0.47214 -24.70529  0.5984
O: -22.25623 -0.26022 -25.83831  -0.3562
C: -22.21956 0.33737 -27.11199  -0.3584
C: -23.60946 0.82430 -27.59994  -0.8802
C: -22.34914 -0.45952 -23.49756  0.5476
H: -21.79478 -0.38504 -27.80832  0.4097
H: -21.55750 1.20259 -27.18848  0.3098
H: -23.86730 1.67848 -26.97426  0.1823
H: -24.35824 0.03582 -27.53401  0.1905
H: -23.49625 1.15828 -28.63091  0.4363
H: -21.29779 -0.53515 -23.22300  -0.5036
H: -22.77394 -1.41339 -23.80540  0.5432
H: -22.96283 -0.04863 -22.69900  -0.3985
O: -26.72127 -1.72461 -26.43080  -0.5720
C: -27.42956 -1.53342 -25.46288  0.8374
O: -27.11784 -0.76697 -24.44484  -0.3295
C: -25.87977 -0.05588 -24.47432  1.0011
C: -26.16952 1.40594 -24.77468  -1.3229
C: -28.82342 -2.09105 -25.32106  -1.0554
H: -25.22156 -0.51385 -25.21342  0.2539
H: -25.30638 -0.15225 -23.55193  -0.6697
H: -26.74990 1.54729 -25.68759  0.3741
H: -25.27926 2.02021 -24.91344  0.2812
H: -26.75991 1.82096 -23.95684  0.3806
H: -28.93140 -3.06682 -25.79426  0.3690
H: -29.56067 -1.44671 -25.79874  0.2697
H: -29.08032 -2.26246 -24.27676  0.2010
O: -19.01616 -3.60577 -19.85056  -0.6243
C: -17.88595 -3.19021 -19.99548  0.7509
O: -17.23571 -2.91281 -21.12682  -0.3460
C: -17.86785 -3.17126 -22.39453  -0.3746
C: -18.53847 -1.89104 -22.87268  -0.6620
C: -17.03857 -2.77138 -18.80101  -0.4913
H: -18.60872 -3.96923 -22.34042  0.2998
H: -17.14915 -3.48782 -23.14881  0.3881
H: -17.87455 -1.04563 -22.68676  0.2594
H: -19.46175 -1.66746 -22.33921  -0.0568
H: -18.73005 -1.91950 -23.94552  0.4522
H: -15.96328 -2.63799 -18.91426  0.4211
H: -17.28340 -3.43488 -17.97503  0.1959
H: -17.28358 -1.76381 -18.46437  -0.0465
O: -22.64146 6.17853 -20.99371  -0.5536
C: -23.49323 6.12217 -21.85228  0.8210
O: -24.09998 5.03133 -22.29158  -0.4490
C: -23.69906 3.76315 -21.72109  0.6987
C: -24.90034 2.90331 -21.32395  -0.7711
C: -24.02476 7.37049 -22.53429  -1.2202
H: -23.07604 3.81587 -20.83005  0.1257
H: -23.17438 3.26426 -22.53548  0.0049
H: -24.59207 1.92156 -20.95890  -0.1038
H: -25.42664 2.64753 -22.24622  0.0241
H: -25.58258 3.27290 -20.55976  0.5101
H: -24.15922 7.18373 -23.59893  0.3360
H: -23.27256 8.13489 -22.35707  0.3355
H: -24.99899 7.58934 -22.09892  0.3091
O: -27.77030 -3.18612 -18.80908  -0.1395
C: -28.60886 -3.03682 -19.67212  0.4520
O: -29.89433 -2.70134 -19.46001  -0.3997
C: -30.30444 -2.48803 -18.09410  0.6497
C: -31.55009 -1.63517 -18.09943  -1.4921
C: -28.16755 -3.12264 -21.10719  -0.7547
H: -29.48143 -1.99180 -17.58166  -0.2907
H: -30.51582 -3.48880 -17.71492  0.2853
H: -31.31272 -0.72362 -18.65085  0.3177
H: -31.86617 -1.34660 -17.09656  0.3715
H: -32.46217 -2.02563 -18.55092  0.3646
H: -28.01512 -2.10316 -21.46772  0.2840
H: -28.74895 -3.71796 -21.80754  0.4491
H: -27.16261 -3.54127 -21.07472  -0.0315
O: -22.27908 -1.67388 -18.16488  -0.7235
C: -22.26000 -1.38132 -19.35070  0.4471
O: -23.24603 -1.67940 -20.22053  -0.4054
C: -24.52963 -2.02206 -19.73257  -0.0026
C: -25.49749 -0.86064 -20.01908  1.2539
C: -21.15272 -0.56264 -19.93949  2.4686
H: -24.55574 -2.32245 -18.68521  0.2790
H: -24.73715 -2.91609 -20.32465  -0.1546
H: -26.44900 -1.07960 -19.53708  -0.5852
H: -25.48972 -0.62900 -21.08321  -0.6414
H: -25.12440 0.04722 -19.53843  -0.0439
H: -20.22603 -1.13521 -19.93844  -0.4589
H: -21.04055 0.29143 -19.27052  -0.8566
H: -21.42314 -0.16250 -20.91082  -0.8649
O: -28.01856 -3.49150 -13.31206  -0.5426
C: -28.21847 -4.59980 -13.74768  0.7209
O: -28.09674 -5.01358 -14.98406  -0.4498
C: -27.69369 -4.16210 -16.04309  0.6892
C: -26.19341 -3.86652 -15.98696  -0.8975
C: -28.63305 -5.66918 -12.77356  -1.1504
H: -28.25399 -3.22598 -16.00591  -0.1536
H: -28.03105 -4.66588 -16.94515  0.0571
H: -25.86319 -3.39786 -15.06105  0.4965
H: -26.06562 -3.14336 -16.79442  -0.1076
H: -25.59371 -4.76460 -16.12949  0.3821
H: -29.44639 -6.30210 -13.12347  0.3272
H: -28.95211 -5.10821 -11.89774  0.3430
H: -27.74256 -6.23475 -12.49838  0.2711
C: -28.11467 0.05168 -15.05470  -1.2972
C: -27.27478 0.68928 -16.13360  0.0740
C: -27.95387 0.83594 -17.50852  1.5173
C: -29.26484 1.44184 -17.49342  -0.0600
N: -30.32286 1.87893 -17.45329  -0.5597
H: -28.39079 -0.99100 -15.21012  0.1212
H: -29.04662 0.62094 -14.99464  0.3968
H: -27.66977 0.18730 -14.06939  0.4256
H: -26.34869 0.12366 -16.27063  -0.0412
H: -26.84712 1.61789 -15.74984  0.3510
H: -28.03835 -0.15378 -17.95835  -0.9509
H: -27.39061 1.54256 -18.12212  0.0915
C: -18.75749 4.30741 -22.09642  -0.3003
C: -20.15431 4.42203 -21.51933  -0.4189
O: -20.51395 3.08511 -21.27066  0.1298
C: -19.77696 2.30300 -22.08646  0.0832
O: -19.96841 1.13362 -22.16311  -0.2480
O: -18.76196 3.00446 -22.64628  -0.4183
H: -17.90534 4.38013 -21.41814  0.1177
H: -18.55476 5.11646 -22.79969  0.3843
H: -20.83143 4.88442 -22.23712  0.2314
H: -20.24571 4.89684 -20.54433  0.4153
C: -22.06348 1.55390 -15.27996  -0.2790
C: -23.43401 0.85720 -15.35845  -0.4905
O: -23.94695 1.20393 -16.63543  -0.0994
C: -22.96695 1.78523 -17.34381  0.3523
O: -23.00483 2.00883 -18.53321  -0.3877
O: -21.92865 2.08434 -16.57933  -0.3302
H: -21.22319 0.87866 -15.12204  0.1450
H: -22.10684 2.32319 -14.51028  0.3554
H: -24.04390 1.19093 -14.51902  0.3149
H: -23.42601 -0.23205 -15.30528  0.3369
C: -26.16090 -6.59182 -18.46992  0.5306
C: -25.95030 -6.29530 -19.96531  0.1202
O: -27.22078 -6.62954 -20.47886  -0.3984
C: -27.97998 -7.30919 -19.58040  0.7614
O: -29.08514 -7.76346 -19.79224  -0.5775
O: -27.36866 -7.30482 -18.42476  -0.3815
H: -26.23647 -5.63035 -17.96420  -0.6251
H: -25.37505 -7.22881 -18.06989  0.4068
H: -25.26574 -7.06693 -20.32366  0.3627
H: -25.64486 -5.28428 -20.21875  -0.1854
C: -18.65038 2.71084 -16.83585  -0.0194
C: -19.12400 2.32812 -18.19828  0.6098
O: -18.43586 3.31153 -18.97493  -0.3032
C: -18.15777 4.37689 -18.23587  0.5375
O: -17.88869 5.46623 -18.70588  -0.5875
O: -18.29802 4.07916 -16.95332  -0.3754
H: -17.74592 2.18599 -16.51992  0.0730
H: -19.40041 2.58790 -16.05620  0.1318
H: -20.18783 2.52687 -18.33154  -0.3695
H: -18.83322 1.31890 -18.48111  0.2192

Forces on the atoms, in the same order (eV/Å):
O -0.6 -0.4 -0.6
C 1.7 1.0 1.6
O -0.6 0.0 -1.0
C 0.1 -0.9 -0.7
C -1.1 0.4 0.4
C 0.2 0.8 0.2
H 0.1 0.4 0.0
H 0.1 -0.1 0.2
H 0.3 -0.2 0.2
H 0.0 0.1 0.1
H -0.1 0.1 0.0
H -0.4 -0.1 0.1
H 0.1 -0.1 -0.1
H -0.3 -0.7 -0.3
O 0.2 -0.6 -0.6
C -0.8 0.2 0.6
O 0.2 -0.1 0.6
C -0.6 1.1 -1.5
C 1.0 -0.3 0.6
C -0.1 0.3 -1.0
H -0.2 -0.3 0.3
H 0.2 0.0 0.6
H -0.3 0.0 -0.1
H -0.1 0.1 0.0
H -0.1 0.0 0.0
H -0.1 -0.3 0.4
H 0.3 -0.1 0.1
H 0.3 0.2 0.0
O -0.3 0.1 0.6
C -0.3 -0.8 -1.9
O 0.3 0.5 1.7
C 1.0 0.5 -1.0
C -0.2 0.2 0.0
C -0.2 -0.7 0.2
H -0.2 0.1 -0.3
H -0.7 -0.2 0.4
H -0.1 -0.3 0.0
H 0.2 -0.2 0.3
H 0.0 0.1 0.0
H 0.4 0.1 -0.3
H 0.1 0.2 0.2
H -0.1 0.4 0.1
O 0.7 0.1 -0.8
C 0.2 0.8 1.1
O 0.0 -0.7 -0.6
C -1.1 0.4 -0.6
C 0.2 0.3 0.1
C 0.1 0.2 0.3
H 0.1 -0.1 0.5
H 0.6 0.1 0.5
H 0.1 0.0 -0.1
H 0.0 -0.2 0.0
H -0.1 -0.1 0.0
H 0.0 -0.8 -0.5
H 0.2 0.0 0.0
H -0.5 0.0 -0.2
O -0.2 -0.4 -0.2
C 0.1 1.2 0.3
O -0.1 -0.6 0.5
C -0.4 -1.1 0.5
C -0.2 -0.5 -1.0
C 0.4 -0.8 0.0
H 0.3 0.7 -0.3
H 0.2 -0.1 0.2
H 0.6 0.2 0.1
H -0.5 0.3 0.2
H 0.1 0.5 -0.2
H 0.0 0.1 0.0
H -0.4 0.3 0.0
H 0.1 0.3 0.0
O -0.5 0.1 0.6
C 0.0 0.0 -0.3
O 0.9 0.0 -0.7
C -0.6 -0.6 -0.2
C -0.2 0.8 -0.2
C 0.5 0.0 -0.2
H -0.1 -0.2 0.3
H 0.3 0.1 0.5
H -0.1 0.2 0.2
H 0.4 0.0 0.1
H 0.4 -0.6 -0.2
H -0.4 0.0 -0.2
H -0.4 0.2 0.2
H -0.1 -0.1 0.0
O -0.4 0.1 -0.9
C 0.0 0.1 1.3
O 1.1 0.7 0.3
C -0.8 -0.4 -0.4
C 1.0 -0.2 0.6
C -0.4 0.1 0.0
H 0.4 0.2 0.0
H -0.6 0.1 0.1
H -0.2 0.0 -0.6
H -0.6 -0.2 -0.1
H 0.2 -0.1 0.2
H 0.0 0.0 -0.2
H 0.1 0.0 0.0
H 0.3 -0.2 0.0
O 0.3 0.7 -1.0
C -0.3 0.2 1.6
O -0.3 -1.1 -0.4
C 0.4 0.7 0.5
C -0.6 0.2 -0.5
C -0.1 0.2 0.1
H 0.0 0.0 0.2
H 0.4 -0.1 0.0
H -0.4 0.0 0.1
H 0.6 -0.1 -0.1
H 0.0 0.1 -0.2
H 0.3 -0.2 -0.1
H -0.1 -0.2 0.1
H -0.2 -0.3 -0.1
C -0.9 0.6 0.3
C 1.0 -0.2 0.2
C 0.6 0.4 0.4
C -0.6 -0.3 0.5
N -0.3 0.2 -0.1
H 0.3 -0.1 0.0
H -0.2 -0.1 0.0
H 0.2 -0.4 -0.1
H -0.2 -0.3 -0.3
H -0.6 0.4 -0.3
H 0.1 0.1 -0.3
H 0.5 -0.6 -0.3
C 0.7 1.2 0.5
C 0.2 0.9 0.9
O -0.1 -0.8 -0.8
C 0.2 0.4 1.0
O 0.4 -0.5 -0.7
O -0.5 -0.8 -0.6
H -0.4 -0.2 0.5
H -0.3 -0.5 -0.6
H -0.1 -0.1 0.1
H 0.2 0.5 -0.3
C -0.5 -0.7 0.3
C 0.1 -0.8 0.9
O -0.1 0.3 0.0
C -0.6 0.2 -2.2
O -0.1 -0.2 1.5
O 1.0 0.7 0.0
H -0.1 0.0 0.2
H 0.4 0.2 -0.3
H -0.5 0.2 -0.4
H 0.4 0.0 -0.1
C 1.0 1.1 -0.3
C 0.1 -1.8 0.7
O -1.1 0.2 -1.2
C -2.1 0.2 -1.3
O 2.0 0.6 0.1
O 0.0 -0.6 1.7
H -0.2 -0.3 0.5
H 0.0 0.2 0.2
H 0.3 0.5 -0.5
H -0.2 -0.1 0.0
C 0.4 -0.6 1.4
C -0.2 0.5 -0.2
O 0.2 -0.8 -1.5
C 0.1 2.3 -1.3
O -0.1 -1.7 1.0
O -0.1 0.6 0.9
H 0.0 -0.2 -0.1
H 0.0 0.2 -0.1
H -0.1 -0.4 0.0
H -0.1 0.1 -0.2

Frontier orbital gap in eV: 10.42
Maximum force in eV/A: 2.61
LUMO energy in eV: 0.1
HOMO level in eV: -10.30